# C102H214N17O15

16 unconnected molecules or ions with the total composition C102H214N17O15 in a non-equilibrium geometry (ωB97M-V/def2-TZVPD, the OMol25 dataset).

The value obtained for the LUMO energy is -13.09 eV. As for the highest occupied orbital energy: -17.99 eV. Its charge is +7. The electronic energy is -165204.099 eV.

XYZ file:
```
348
Properties=species:S:1:pos:R:3:mulliken_charge:R:1
C 9.76704 0.73481 -10.91010 -0.881
N 9.19049 0.98753 -9.48728 -0.004
C 9.99076 0.66250 -8.44059 -0.268
C 9.44588 0.76224 -7.20105 -0.725
C 8.10497 1.15324 -7.00058 0.515
C 7.34385 1.49758 -8.12929 -0.692
C 7.94880 1.48661 -9.34544 -0.390
C 7.56890 1.34602 -5.64571 1.090
C 6.75827 2.44186 -5.31671 -0.622
C 6.37677 2.63774 -4.01043 -0.275
N 6.72431 1.78472 -3.06232 0.247
C 7.41925 0.65613 -3.37216 -0.542
C 7.85177 0.43226 -4.65262 -0.622
C 6.18358 2.04647 -1.67460 -0.986
H 9.52694 1.51998 -11.64459 0.380
H 9.34507 -0.20948 -11.16949 0.371
H 10.84715 0.75793 -10.82641 0.327
H 10.98832 0.29524 -8.65268 0.459
H 10.07395 0.56105 -6.33193 0.530
H 6.31678 1.81454 -8.12566 0.513
H 7.46098 1.81650 -10.26152 0.423
H 6.49461 3.21468 -6.05529 0.541
H 5.65154 3.39041 -3.74073 0.400
H 7.60793 -0.05792 -2.59006 0.412
H 8.31537 -0.49923 -4.85632 0.587
H 5.37351 1.34323 -1.45991 0.176
H 5.89067 3.08304 -1.65995 0.409
H 7.02161 1.86550 -0.99836 0.407
C -4.72702 -7.43231 6.36189 -1.584
C -3.55504 -6.61969 5.84987 0.744
C -2.41255 -7.44691 5.24482 -0.706
C -1.33798 -6.54455 4.65822 0.472
N -0.24959 -7.21166 3.80754 0.830
C 0.71231 -6.18941 3.16516 -0.123
C 0.73030 -6.47247 1.68641 1.539
C 0.15629 -7.86696 1.55030 -1.159
C -0.88354 -7.96885 2.64603 -0.697
C 0.59047 -8.10483 4.59625 -1.127
H -5.64630 -6.88328 6.51145 0.426
H -4.58086 -7.92134 7.32955 0.378
H -4.99448 -8.25411 5.70261 0.368
H -3.22569 -5.90543 6.60750 -0.226
H -3.89273 -5.95373 5.05112 -0.090
H -2.87070 -7.97215 4.39099 0.376
H -1.96619 -8.05746 6.02323 0.341
H -0.73854 -6.02522 5.46994 0.320
H -1.68791 -5.77118 3.98863 -0.732
H 1.66143 -6.34356 3.65955 0.256
H 0.32286 -5.25425 3.52739 -0.326
H 1.71134 -6.31371 1.28469 0.082
H 0.11927 -5.75955 1.14642 -1.096
H 0.94107 -8.62975 1.67288 0.371
H -0.26531 -8.02363 0.55050 0.523
H -1.30877 -8.93694 2.88617 0.517
H -1.73490 -7.34320 2.36670 0.209
H 0.04463 -8.96572 4.91611 0.380
H 0.99022 -7.51511 5.44295 0.314
H 1.43846 -8.41544 3.96444 0.449
C -0.04961 -2.31614 6.16960 -0.401
C -1.58580 -2.65746 6.20487 0.606
C -2.12584 -2.06963 7.55603 -0.494
C -1.54525 -2.87211 8.66704 -0.987
N -2.18518 -2.76121 10.13788 0.293
C -3.61048 -3.25303 10.06750 -0.318
C -4.47316 -2.28474 10.77662 -0.672
C -3.76706 -0.93986 10.37338 -0.509
C -2.30806 -1.25991 10.63596 -0.642
C -1.40240 -3.65538 11.08883 -1.034
H 0.30163 -2.66812 5.20049 -0.458
H 0.52544 -2.84450 6.92327 0.945
H 0.11145 -1.24673 6.12135 -0.289
H -1.68766 -3.73356 6.12358 -0.022
H -2.13558 -2.13360 5.43927 -0.475
H -3.20054 -2.08235 7.62409 0.844
H -1.83090 -1.03283 7.56910 0.113
H -0.53363 -2.67580 8.91699 0.512
H -1.79833 -3.93548 8.55536 0.073
H -3.81545 -4.23328 10.47230 0.407
H -3.82515 -3.14712 9.02610 0.082
H -4.37557 -2.46981 11.84882 0.335
H -5.50102 -2.33516 10.47769 0.393
H -4.13575 -0.14710 10.99625 0.470
H -3.89506 -0.63334 9.36295 0.185
H -2.08327 -1.39980 11.67892 0.471
H -1.50544 -0.59810 10.38402 0.336
H -1.94060 -3.68653 12.03500 0.449
H -0.40395 -3.30372 11.29389 0.363
H -1.31904 -4.58900 10.53124 0.393
C -3.96865 2.09875 -6.10026 -0.508
C -3.10383 3.13962 -6.79762 -0.891
C -2.12541 3.87705 -5.89848 0.198
C -1.09056 2.85902 -5.32068 -0.818
N -0.02985 3.47936 -4.45132 1.282
C 0.88516 2.35662 -3.97545 -0.548
C 1.04032 2.46995 -2.42412 0.631
C 0.44740 3.88937 -2.14607 -0.466
C -0.65745 3.99667 -3.19200 -0.941
C 0.81396 4.50807 -5.06303 -0.999
H -4.72044 2.52582 -5.40361 0.159
H -3.34352 1.45423 -5.45772 -0.169
H -4.47992 1.53177 -6.87660 0.495
H -3.74872 3.92036 -7.22338 0.398
H -2.61607 2.73725 -7.70612 0.437
H -2.71317 4.31215 -5.08397 -0.658
H -1.59486 4.65008 -6.44894 0.470
H -0.59071 2.38898 -6.17074 0.550
H -1.58517 2.14884 -4.64435 0.327
H 1.84597 2.40794 -4.52166 -0.181
H 0.43708 1.42575 -4.32494 0.202
H 2.08581 2.38064 -2.15009 0.846
H 0.35026 1.76143 -1.99040 -0.869
H 1.23066 4.63117 -2.31261 0.597
H 0.08461 4.06782 -1.13322 -0.374
H -0.99087 5.01659 -3.27612 0.132
H -1.47892 3.35258 -2.95531 0.300
H 1.50533 4.92318 -4.32529 0.278
H 0.20159 5.34215 -5.35309 0.342
H 1.31095 4.06070 -5.90458 0.381
C -4.99313 -2.89014 3.01378 -1.332
C -4.72088 -1.41601 3.33902 0.417
C -5.74644 -0.44296 2.82402 -0.952
C -5.36642 1.08306 2.90154 0.331
N -6.30333 1.97541 2.01186 0.310
C -6.13965 1.58912 0.53366 -0.003
C -6.49022 2.86392 -0.21909 -0.434
C -6.14131 4.08466 0.72612 -0.352
C -5.76381 3.40666 2.09740 0.320
C -7.74118 1.91001 2.46530 -0.872
H -6.01126 -3.11948 3.33861 0.576
H -4.18595 -3.51718 3.41816 0.040
H -4.87702 -3.14224 1.93655 0.167
H -3.74934 -1.15104 2.94072 -0.356
H -4.68852 -1.35831 4.43739 0.276
H -6.73255 -0.66946 3.24160 0.534
H -5.86558 -0.72873 1.77042 0.259
H -4.36739 1.21694 2.55891 -0.683
H -5.46930 1.45301 3.91424 0.509
H -6.80944 0.75033 0.27129 0.481
H -5.08553 1.36015 0.36769 -0.430
H -7.51926 2.86234 -0.53729 0.603
H -5.93631 2.89178 -1.17545 0.059
H -6.92047 4.85115 0.83334 0.596
H -5.23979 4.55052 0.33806 -0.103
H -6.13515 3.89667 2.99467 0.682
H -4.69467 3.39488 2.28454 -0.794
H -7.70840 2.27981 3.50813 0.357
H -8.10059 0.88258 2.43398 0.305
H -8.39129 2.58845 1.90900 0.369
C 2.96517 3.05003 0.94265 -1.769
C 1.59527 2.91174 1.58023 2.591
C 0.96849 4.27147 1.95402 -1.462
C -0.55265 4.09571 2.01182 0.573
N -1.24159 5.24130 2.62121 0.688
C -0.90894 5.45872 4.06357 0.054
C -2.06458 6.24661 4.61111 -1.164
C -3.25636 5.75333 3.81175 -0.729
C -2.68710 4.92725 2.68928 0.161
C -1.03473 6.48832 1.77889 -0.708
H 2.83700 3.72966 0.07192 0.311
H 3.50246 2.12936 0.65661 0.034
H 3.66094 3.49635 1.66565 0.493
H 1.70426 2.25833 2.43579 -0.449
H 0.89016 2.40972 0.87203 -0.967
H 1.25560 5.06447 1.23006 0.487
H 1.31874 4.62607 2.94243 0.683
H -0.66847 3.29055 2.73412 -0.674
H -0.98750 3.92299 1.02558 -0.213
H 0.00842 6.01949 4.11217 0.545
H -0.68196 4.46266 4.47495 -0.088
H -1.87725 7.30691 4.52368 0.341
H -2.14085 6.00850 5.66321 0.481
H -3.86577 6.52716 3.39874 0.470
H -3.87472 5.09307 4.41834 0.362
H -3.13194 5.11296 1.70173 0.620
H -2.67688 3.87434 2.95360 -0.523
H -1.43687 6.26765 0.77750 0.134
H 0.04971 6.67209 1.72003 0.282
H -1.60636 7.34963 2.17500 0.402
C 8.85473 -0.64984 6.46082 -1.330
C 7.67276 0.07344 7.06367 -0.549
C 6.40264 0.05545 6.15440 -0.373
C 5.15862 0.48114 6.91386 -1.081
N 3.78778 0.53715 6.17706 0.944
C 3.66826 1.62409 5.12493 -0.678
C 2.41982 2.44222 5.43434 0.825
C 1.62765 1.53629 6.42289 0.102
C 2.71449 0.80016 7.21034 -1.177
C 3.54871 -0.80331 5.54167 -1.838
H 9.19401 -0.21247 5.52850 0.316
H 8.61992 -1.68325 6.26217 0.369
H 9.72027 -0.56873 7.14649 0.389
H 7.94409 1.12803 7.24606 0.341
H 7.41522 -0.29241 8.05658 0.425
H 6.31731 -0.96753 5.75440 0.247
H 6.57616 0.69752 5.29448 0.389
H 5.23560 1.46667 7.32070 0.484
H 4.96283 -0.20232 7.77305 0.482
H 3.60515 1.04315 4.18820 0.173
H 4.61206 2.18096 5.13799 0.322
H 1.76681 2.62228 4.59776 -0.999
H 2.77976 3.32516 5.92382 0.514
H 0.98202 0.86247 5.83401 -0.590
H 0.92928 2.17027 6.96845 0.827
H 2.45787 -0.12730 7.69992 0.415
H 3.16921 1.39372 8.00230 0.494
H 2.55883 -0.86247 5.10248 0.432
H 3.56116 -1.48698 6.38015 0.491
H 4.32642 -1.09404 4.86445 0.576
C -2.70785 -2.77607 -7.78568 -1.528
C -1.44421 -1.96157 -7.34416 0.225
C -0.13389 -2.79694 -7.51351 -0.760
C 1.13717 -1.90234 -7.31322 -0.497
N 2.50870 -2.52735 -7.35318 0.415
C 2.76574 -3.39566 -6.12093 -0.419
C 4.30879 -3.45700 -6.03426 -0.299
C 4.84169 -2.12079 -6.55880 -0.020
C 3.56373 -1.43144 -7.12621 -0.351
C 2.94987 -3.30321 -8.52411 -0.982
H -3.65805 -2.35520 -7.44900 0.359
H -2.69989 -3.79856 -7.42819 0.384
H -2.68656 -2.89401 -8.88097 0.445
H -1.53306 -1.74402 -6.25656 -0.161
H -1.38428 -1.05948 -7.91337 0.353
H -0.18200 -3.16308 -8.53929 0.428
H -0.11753 -3.62264 -6.85449 0.448
H 1.10684 -1.34102 -6.37302 -0.228
H 1.07917 -1.07135 -8.01674 0.623
H 2.33166 -4.37099 -6.24732 0.708
H 2.27496 -2.85200 -5.29441 -0.078
H 4.66066 -4.31529 -6.59211 0.521
H 4.56701 -3.52135 -4.98275 -0.180
H 5.61131 -2.18327 -7.34063 0.362
H 5.21454 -1.46637 -5.77016 -0.375
H 3.74753 -0.95524 -8.08647 0.632
H 3.17759 -0.63635 -6.46409 -0.112
H 2.68343 -2.73950 -9.43665 0.371
H 2.51477 -4.29284 -8.51284 0.301
H 4.02426 -3.37191 -8.50302 0.449
C -4.01778 -1.83562 -3.95934 -1.704
C -3.22562 -0.91482 -3.05723 0.931
C -2.59980 -1.64311 -1.85066 -0.962
C -1.47868 -0.75058 -1.26739 0.080
N -0.77581 -1.21198 -0.01901 1.352
C -1.74732 -1.36116 1.13735 0.451
C -0.96111 -1.14061 2.45019 2.241
C 0.33640 -0.37919 1.94270 0.552
C 0.23413 -0.16129 0.43028 0.699
C -0.05276 -2.46935 -0.29968 -0.494
H -4.80736 -2.37754 -3.43530 0.410
H -3.39816 -2.50236 -4.52798 0.433
H -4.61081 -1.24499 -4.66821 0.375
H -3.86850 -0.08290 -2.75620 -0.292
H -2.42490 -0.40237 -3.60950 -0.315
H -2.22528 -2.58358 -2.17192 0.426
H -3.38316 -1.84307 -1.11841 0.467
H -1.91562 0.19036 -1.01938 -0.781
H -0.63657 -0.53651 -1.92926 0.598
H -2.23997 -2.37001 1.08737 -0.316
H -2.45297 -0.52668 1.02045 -0.191
H -0.73269 -2.06522 2.99776 -0.651
H -1.59445 -0.56370 3.09812 -1.371
H 1.21630 -0.98756 2.18386 -0.461
H 0.39377 0.51630 2.54676 -0.497
H 1.16272 -0.23949 -0.16250 -0.078
H -0.16040 0.84688 0.21506 -0.500
H 0.53808 -2.30392 -1.20463 -0.056
H -0.81107 -3.20390 -0.38849 0.510
H 0.58219 -2.69079 0.53527 -0.263
C -0.00344 -6.45706 -2.05406 -1.499
C 1.14087 -5.80321 -2.71907 -0.364
C 2.11464 -5.35288 -1.65322 0.408
C 3.48034 -4.75189 -2.02622 -0.629
N 4.30461 -4.19051 -0.81250 0.669
C 3.55471 -2.99113 -0.18610 0.887
C 4.58719 -2.04935 0.43225 0.387
C 5.92189 -2.40934 -0.32139 -0.460
C 5.60332 -3.55399 -1.30803 -0.057
C 4.67169 -5.28587 0.15057 -0.819
H -0.74467 -6.78801 -2.79021 0.467
H -0.51441 -5.91359 -1.24900 0.333
H 0.31287 -7.38199 -1.58503 0.393
H 0.79586 -4.91215 -3.26602 0.106
H 1.67128 -6.40478 -3.45044 0.524
H 2.28401 -6.20704 -0.99223 0.308
H 1.64080 -4.61824 -1.02274 -0.234
H 3.45185 -3.98327 -2.81700 -0.392
H 4.16691 -5.52583 -2.37137 0.764
H 2.79969 -3.35103 0.49767 -0.497
H 3.09448 -2.48594 -1.06080 -0.412
H 4.63789 -2.12601 1.55526 0.163
H 4.24833 -1.06994 0.16767 -0.230
H 6.62270 -2.67499 0.46981 0.377
H 6.40308 -1.61867 -0.90383 -0.250
H 6.37086 -4.28344 -1.45211 0.663
H 5.45034 -3.16173 -2.33205 -0.295
H 3.74026 -5.71978 0.49181 0.145
H 5.28772 -4.99939 1.02885 0.317
H 5.23606 -5.99780 -0.50239 0.357
C -2.21246 8.57418 -6.81083 -0.833
C -3.53152 9.08420 -7.33515 -0.822
C -4.65332 9.08275 -6.28743 -0.358
C -5.03121 7.64588 -6.04249 -0.260
N -5.86948 7.33119 -4.82884 0.436
C -5.13331 7.60687 -3.48919 -1.156
C -4.34585 6.34638 -3.23867 0.764
C -5.47514 5.31016 -3.54558 0.504
C -6.28220 5.89730 -4.77628 -0.866
C -7.15894 8.13745 -4.88989 -1.154
H -2.32006 7.60054 -6.32905 0.063
H -1.77327 9.26455 -6.09047 0.319
H -1.48013 8.42119 -7.61283 0.411
H -3.87774 8.45973 -8.16220 0.375
H -3.49973 10.05813 -7.82592 0.433
H -5.51579 9.63750 -6.62551 0.550
H -4.21216 9.49266 -5.35555 0.114
H -4.09472 7.03458 -5.95472 -0.412
H -5.56659 7.39849 -6.93265 0.531
H -5.92073 7.74062 -2.74522 0.374
H -4.65653 8.58085 -3.56252 0.448
H -4.11837 6.32608 -2.15085 0.042
H -3.46451 6.15731 -3.83917 -0.337
H -6.09174 5.22662 -2.66083 0.339
H -4.99376 4.38978 -3.82093 -0.287
H -7.35483 5.81407 -4.65974 0.322
H -6.01970 5.42790 -5.70038 0.202
H -7.83850 7.76662 -4.13388 0.495
H -7.47673 7.80462 -5.85037 0.497
H -6.96040 9.21965 -4.84959 0.305
N 3.38698 -0.08449 -3.44064 0.524
O 4.07157 0.56526 -4.23851 -0.478
O 2.46516 -0.74551 -3.82288 -0.571
O 3.78918 -0.15427 -2.24964 -0.300
N 2.89317 -3.36161 3.13044 0.501
O 3.98916 -2.87057 3.47392 -0.727
O 1.82792 -2.87791 3.54414 -0.199
O 2.88005 -4.26054 2.28599 -0.407
N -2.31546 -4.98456 1.47533 0.603
O -1.82079 -4.84428 0.34866 -0.689
O -3.11773 -5.91548 1.69192 -0.782
O -1.87836 -4.28169 2.43114 -0.127
N -1.61915 1.25547 4.72985 0.647
O -2.73364 1.57559 4.28033 -0.687
O -0.71942 2.13448 4.76296 -0.681
O -1.43700 0.10988 5.15525 -0.114
N -2.72500 2.74110 -0.93925 -0.165
O -3.34896 1.99767 -1.72593 -0.366
O -2.58196 4.00903 -1.14584 -0.511
O -2.25931 2.30585 0.11167 0.560
```

=====

# CHClFNO2

2 unconnected molecules or ions with the total composition CHClFNO2 in a non-equilibrium geometry (ωB97M-V/def2-TZVPD, the OMol25 dataset).

The value obtained for the LUMO energy (alpha / beta) is -0.18 / -1.75 eV. As for the highest occupied orbital energy (alpha / beta): -10.49 / -8.63 eV. For the relative energy (zero: lowest compared OMol25 entry of this formula, charge and spin), the calculation gives 2.411 eV. Its charge is 0. The electronic energy is -21872.407 eV.

XYZ file:
```
7
Properties=species:S:1:pos:R:3:mulliken_charge:R:1
C -0.23374 -0.41346 -0.49938 -0.027
N 2.41962 -0.75550 -0.25990 0.651
O 2.94437 0.32963 -0.33361 -0.381
O 2.75478 -1.83837 0.12426 -0.354
F -0.24828 -0.56353 -1.79784 -0.163
Cl -0.43547 -1.89619 0.46752 -0.111
H 0.16296 0.55830 -0.16704 0.384
```